C5H12NO2 | the ωB97M-V functional and the def2-TZVPD basis

Positions of all 20 atoms, in Å:
C  0.3529  -0.5291  -1.2313
O  -0.9004  -0.7240  -0.7157
C  0.7228  0.9469  -1.3869
C  -0.1045  1.6609  -2.4545
H  0.4195  -0.9685  -2.2484
H  1.1415  -0.9801  -0.5975
H  1.7901  1.0404  -1.6172
H  0.5466  1.4523  -0.4286
H  0.3822  2.6008  -2.7594
H  -1.0816  1.9482  -2.0581
H  -0.2493  1.0595  -3.3554
C  0.1364  -1.8071  2.2204
C  -0.3330  -0.3982  2.5328
N  -1.1759  0.1327  1.6351
O  0.0301  0.1593  3.5753
H  -0.2822  -2.4870  2.9580
H  1.2190  -1.8632  2.2997
H  -0.1596  -2.1174  1.2269
H  -1.3677  1.1010  1.8643
H  -1.0871  -0.2275  0.5406

Cartesian forces (eV/Å) of the 3 atoms listed first:
-0.43 0.21 0.16
-0.23 0.00 -0.07
-0.11 0.27 -0.08

Its spin multiplicity is 1. Its energy above the lowest of the compared OMol25 structures with the same formula, charge and spin is 24.3 kcal/mol. As for the net charge: -1.